No. 1
Entry from the OMol25 dataset: a structure of composition C14H18AsNPbS3Sb in a non-equilibrium geometry (ωB97M-V with the def2-TZVPD basis set).

Output
Lowest unoccupied orbital energy (alpha / beta), Eh: 0.00263 / -0.10747
Orbital gap (alpha / beta), eV: 7.58 / 4.41
Spin multiplicity: 2
Relative energy (zero: lowest compared OMol25 entry of this formula, charge and spin), eV: 0.350
E_HOMO (alpha / beta), eV: -7.5 / -7.3

CARTESIAN COORDINATES (ANGSTROEM)
Pb  -5.916229  2.947092  11.230070
S  -7.884045  1.752683  9.364713
Sb  -6.498680  -0.028950  10.102564
S  -4.778534  1.453050  9.158226
S  -6.006762  0.709709  12.334644
C  -7.583841  7.916613  10.932384
As  -6.337738  7.084705  12.200994
C  -7.650097  6.115921  13.317543
C  -5.926790  8.651254  13.408571
C  -5.093691  8.083397  14.501258
C  -3.727793  7.790801  14.297444
C  -2.964637  7.225104  15.284329
C  -3.559935  6.880115  16.501707
C  -4.886755  7.175077  16.728620
C  -5.637792  7.800241  15.727158
H  -8.512069  8.277635  11.361560
H  -7.767222  7.200399  10.196744
H  -7.056404  8.766058  10.511801
H  -8.499948  6.721133  13.697512
H  -7.130129  5.643997  14.197560
H  -8.024334  5.338869  12.659594
H  -6.879897  9.061096  13.770460
H  -5.369528  9.440678  12.854376
H  -3.220401  7.986723  13.362231
H  -1.889194  7.091486  15.184507
H  -3.055866  6.309022  17.305853
H  -5.399014  6.873205  17.616278
H  -6.663650  8.146528  15.939025
C  -0.818236  3.309457  12.923288
C  -1.729701  4.386765  13.028523
C  -3.031325  4.114345  12.756290
N  -3.531427  2.881566  12.533633
C  -2.669489  1.891509  12.453522
C  -1.339307  2.063642  12.632458
H  0.220058  3.469251  12.949959
H  -1.348225  5.380076  13.299695
H  -3.785028  4.960556  12.815270
H  -3.125774  0.898973  12.204673
H  -0.636730  1.276605  12.529687

Atomic forces in eV per Å
Pb 0.584 -0.365 -1.274
S -1.358 -0.133 0.586
Sb 0.844 1.661 -0.654
S 0.513 -0.450 0.943
S -0.460 -0.994 0.606
C 0.596 1.054 1.343
As -0.059 0.364 0.305
C 0.377 0.184 1.012
C -0.126 0.060 -0.707
C 0.817 0.213 -0.309
C -0.159 0.062 -0.283
C 0.249 -0.199 1.110
C 0.053 -0.740 0.892
C -0.349 0.149 -1.002
C -0.615 0.284 0.887
H -0.115 -0.083 0.211
H -0.433 -1.034 -1.359
H 0.041 0.079 -0.277
H 0.548 -0.226 -0.341
H -0.488 0.401 -0.907
H -0.209 -0.236 0.053
H 0.314 -0.044 -0.029
H -0.472 -0.625 0.164
H -0.298 0.268 -0.245
H -0.237 -0.126 -0.272
H 0.101 0.598 -0.746
H 0.016 -0.032 0.603
H 0.469 -0.475 -0.136
C -2.174 0.713 -0.341
C 2.173 -0.421 0.067
C -2.356 1.110 0.748
N -0.075 1.573 -0.485
C -1.872 -1.885 -0.452
C 1.846 0.645 0.280
H 1.163 0.126 0.382
H -0.500 -0.397 -0.314
H 0.851 -1.108 -0.186
H 0.565 0.927 0.277
H 0.235 -0.898 -0.154

Atom charges from the Mulliken analysis, given in e for atoms 1 to 5:
1. Pb 0.96
2. S -0.44
3. Sb 0.41
4. S -0.53
5. S -0.51


No. 2
Entry from the OMol25 dataset: a structure of composition C24H47NNaO10S5 in a non-equilibrium geometry (ωB97M-V with the def2-TZVPD basis set).

Output
Lowest unoccupied orbital energy, Eh: -0.06682
Net charge: +1
Orbital gap, eV: 10.30
Spin multiplicity: 1
E_HOMO, eV: -12.1

CARTESIAN COORDINATES (ANGSTROEM)
Na  0.591211  -0.169071  -0.296091
C  0.090499  1.347527  -5.797390
C  -1.370080  1.707807  -5.621441
C  -1.693069  2.378837  -4.281177
C  -1.196090  1.620549  -3.127191
N  -0.761646  1.035136  -2.241451
H  0.757924  2.204321  -5.867355
H  0.202510  0.710469  -6.674177
H  0.423255  0.750362  -4.940118
H  -2.021657  0.846691  -5.762455
H  -1.659570  2.460645  -6.360334
H  -2.768060  2.527604  -4.187846
H  -1.219464  3.361812  -4.221424
C  -4.883555  1.509945  1.457063
C  -4.673891  0.892065  2.842350
C  -3.291506  0.248035  2.858111
S  -2.242014  1.267719  1.852420
O  -1.544921  0.458549  0.889199
O  -1.486497  2.165141  2.689624
C  -3.569851  2.187667  1.065148
H  -5.660768  2.274629  1.457188
H  -5.195193  0.802279  0.686030
H  -5.422231  0.139271  3.085856
H  -4.788775  1.688264  3.580723
H  -3.348028  -0.731699  2.378121
H  -2.886221  0.042462  3.845805
H  -3.338499  2.261337  0.004229
H  -3.489813  3.188817  1.490015
C  3.246376  3.823261  2.915115
C  2.161698  4.848543  2.569354
C  1.174081  4.210064  1.606382
S  2.159800  3.077196  0.621961
O  2.373852  3.565742  -0.703591
O  1.615528  1.757690  0.832541
C  3.658976  3.202425  1.585939
H  2.871683  3.029014  3.565336
H  4.087723  4.318662  3.392823
H  2.615442  5.718706  2.087572
H  1.688407  5.247769  3.467099
H  0.723951  4.934019  0.927031
H  0.355363  3.653336  2.062139
H  4.340722  3.881402  1.070338
H  4.132053  2.223893  1.618505
C  1.903930  -1.530159  5.195742
C  1.982152  -0.088495  4.716845
C  0.739985  0.137569  3.859903
S  0.512321  -1.383092  2.963542
O  1.136824  -1.256363  1.669573
O  -0.861126  -1.803830  3.042126
C  1.622579  -2.373831  3.970063
H  1.075489  -1.627073  5.912315
H  2.747788  -1.872070  5.794393
H  2.891804  0.088916  4.132737
H  2.033321  0.644078  5.522610
H  0.798558  0.980810  3.174691
H  -0.132363  0.299257  4.495265
H  2.525388  -2.453425  3.360714
H  1.246542  -3.383914  4.112368
C  1.581592  -2.181071  -4.579901
C  2.641844  -1.371747  -5.328031
C  3.284689  -0.457607  -4.308052
S  3.243491  -1.351695  -2.742393
O  2.495799  -0.552518  -1.800093
O  4.547150  -1.831169  -2.376635
C  2.228662  -2.713914  -3.326550
H  1.121584  -2.950944  -5.202073
H  0.712213  -1.558601  -4.329493
H  2.215073  -0.821044  -6.164996
H  3.391370  -2.047455  -5.749425
H  2.628614  0.387704  -4.065423
H  4.250802  -0.004671  -4.509079
H  1.567387  -3.013900  -2.519704
H  2.943178  -3.513367  -3.528188
C  -2.942261  -3.208995  0.637417
C  -2.427886  -4.629164  0.948011
C  -1.033038  -4.719325  0.346476
S  -0.989936  -3.590386  -1.058409
O  -0.903687  -4.293892  -2.307335
O  -0.008868  -2.578031  -0.771956
C  -2.625035  -2.926001  -0.817068
H  -2.502167  -2.484799  1.324278
H  -4.022110  -3.157268  0.795144
H  -3.115109  -5.401461  0.608962
H  -2.333850  -4.712853  2.031088
H  -0.660530  -5.676527  -0.009087
H  -0.309218  -4.281912  1.034604
H  -3.283981  -3.520780  -1.452862
H  -2.678614  -1.883874  -1.124092

Atomic forces in eV per Å
Na 0.068 0.035 -0.175
C 0.036 -0.662 0.329
C -0.169 0.739 -0.106
C 0.223 -0.032 0.207
C -0.115 0.033 -0.069
N 0.055 -0.160 0.132
H -0.110 0.122 -0.102
H 0.140 0.172 -0.112
H 0.031 0.040 -0.087
H 0.086 -0.100 0.024
H -0.042 -0.255 -0.169
H -0.013 -0.009 0.122
H -0.018 0.002 -0.045
C -0.084 0.334 -0.596
C -0.242 0.166 0.080
C -0.546 -0.828 0.150
S -0.427 0.176 0.295
O 0.329 -0.284 -0.376
O 0.250 0.147 0.092
C 0.319 0.284 0.042
H -0.072 -0.090 0.194
H 0.209 -0.277 0.197
H -0.068 0.042 -0.092
H 0.289 -0.079 0.113
H 0.109 0.149 -0.201
H 0.224 0.418 -0.008
H -0.140 -0.191 -0.039
H -0.058 -0.027 0.061
C -0.127 -0.276 -0.184
C 0.004 0.387 0.379
C -0.316 0.356 -0.303
S 0.068 0.179 0.700
O -0.066 0.116 -0.531
O -0.284 -0.712 -0.186
C 0.593 0.383 -0.142
H -0.100 0.197 0.169
H 0.065 -0.152 0.109
H 0.137 -0.127 -0.070
H -0.162 -0.181 -0.036
H 0.116 -0.016 -0.059
H 0.237 -0.198 0.164
H -0.163 -0.033 -0.210
H -0.148 -0.085 0.124
C -0.617 -0.223 1.106
C 0.447 0.438 -0.138
C -0.075 0.464 0.445
S 0.533 0.386 0.011
O -0.060 -0.074 -0.275
O -0.332 -0.346 0.101
C 0.516 -0.232 -0.361
H -0.113 0.109 -0.250
H 0.331 0.050 -0.454
H -0.089 -0.219 -0.130
H -0.175 -0.159 0.141
H 0.068 -0.193 -0.228
H -0.044 -0.184 -0.043
H -0.047 0.024 -0.050
H -0.285 0.128 0.206
C -0.955 0.098 -0.395
C 0.222 -0.303 -0.343
C -0.668 1.003 0.655
S 0.311 -0.383 -0.465
O -0.338 0.218 0.403
O 0.114 0.036 0.151
C 0.443 -0.115 0.293
H 0.405 -0.239 0.051
H 0.287 0.214 0.196
H 0.004 0.098 0.061
H -0.023 -0.022 0.040
H -0.064 -0.085 -0.255
H 0.265 -0.519 -0.063
H -0.121 0.076 -0.051
H -0.065 -0.024 -0.094
C -0.583 -0.093 0.263
C 0.119 0.351 0.522
C 0.420 0.271 -0.186
S -0.471 -0.326 0.166
O 0.057 -0.108 -0.219
O 0.446 0.735 -0.008
C -0.354 -0.109 -0.157
H 0.308 -0.029 -0.198
H 0.022 -0.028 -0.025
H 0.070 0.010 -0.234
H -0.123 -0.237 -0.021
H -0.249 -0.142 0.096
H 0.050 -0.089 -0.006
H 0.070 0.032 -0.087
H 0.227 0.040 0.047

Atom charges from the Mulliken analysis, given in e for atoms 1 to 5:
1. Na 0.87
2. C -0.54
3. C -0.55
4. C -0.51
5. C 0.20


No. 3
Entry from the OMol25 dataset: a cluster of 2 separate species, C11H16BrN2S2 in total in a non-equilibrium geometry (ωB97M-V with the def2-TZVPD basis set).

Output
Lowest unoccupied orbital energy, Eh: -0.19525
Net charge: +1
Orbital gap, eV: 5.42
Spin multiplicity: 1
Relative energy (zero: lowest compared OMol25 entry of this formula, charge and spin), eV: 0.000
E_HOMO, eV: -10.7

CARTESIAN COORDINATES (ANGSTROEM)
C  2.397907  -4.460666  1.346502
N  2.237890  -3.640300  0.164629
C  2.737388  -4.268038  -1.043379
C  1.460580  -2.511203  0.172811
C  1.833118  -1.386082  -0.637144
Br  3.547429  -1.268604  -1.525601
C  1.023194  -0.243206  -0.593429
N  -0.070935  -0.182170  0.176530
C  -0.412828  -1.210070  0.947911
C  0.326608  -2.392457  1.007588
H  1.999551  -3.949314  2.231259
H  1.878510  -5.424947  1.221640
H  3.466703  -4.668187  1.512171
H  2.401874  -3.731773  -1.940920
H  3.836056  -4.311288  -1.034459
H  2.359165  -5.303796  -1.088934
H  1.253945  0.645043  -1.177854
H  -1.305584  -1.088584  1.551836
H  -0.004595  -3.196324  1.672801
C  -2.607320  5.067566  -0.727429
C  -3.526562  3.865482  -0.845399
S  -2.662845  2.284479  -1.131090
C  -1.436992  2.227965  0.010145
S  -0.597488  3.575202  0.546474
C  -1.824141  4.926651  0.565594
H  -1.958073  5.189681  -1.602573
H  -3.234229  5.961168  -0.644353
H  -4.121432  3.745508  0.066637
H  -4.178932  3.946895  -1.724996
H  -1.112463  1.248760  0.359336
H  -1.205930  5.813740  0.756519
H  -2.499578  4.738859  1.407177

Atomic forces in eV per Å
C -0.278 -0.215 0.228
N -0.078 0.118 0.274
C 0.130 -0.063 -0.343
C 0.745 -0.082 -0.428
C -0.491 0.571 0.440
Br -0.961 0.063 0.403
C 0.240 -1.153 0.204
N -0.051 0.046 -0.131
C 0.943 -0.851 -0.009
C -0.359 0.726 -0.168
H 0.205 -0.167 -0.246
H 0.110 0.183 0.159
H -0.296 0.077 -0.058
H 0.129 -0.254 0.356
H -0.250 0.026 -0.117
H 0.041 0.310 -0.012
H 0.134 -0.168 0.063
H 0.013 -0.039 0.010
H 0.265 0.260 -0.427
C -0.178 -0.042 0.251
C 0.156 0.268 -0.858
S -0.693 -0.838 0.805
C -0.955 2.168 -0.559
S -0.148 -0.451 1.284
C 0.536 0.501 -0.578
H -0.137 -0.060 0.216
H 0.084 -0.051 -0.068
H -0.014 -0.118 -0.349
H 0.028 -0.051 0.348
H 1.017 -0.591 -0.759
H -0.234 -0.229 0.115
H 0.349 0.104 -0.045

Atom charges from the Mulliken analysis, given in e for atoms 1 to 5:
1. C -1.15
2. N 0.11
3. C -1.14
4. C 1.07
5. C -0.44


No. 4
Entry from the OMol25 dataset: a structure of composition C28H29N6OReSSe2 in a non-equilibrium geometry (ωB97M-V with the def2-TZVPD basis set).

Output
Lowest unoccupied orbital energy (alpha / beta), Eh: -0.34929 / -0.39080
Net charge: +3
Orbital gap (alpha / beta), eV: 6.31 / 5.18
Spin multiplicity: 4
Relative energy (zero: lowest compared OMol25 entry of this formula, charge and spin), eV: 0.718
E_HOMO (alpha / beta), eV: -15.8 / -15.8

CARTESIAN COORDINATES (ANGSTROEM)
Re  -0.599088  -0.794541  0.194553
O  -4.075988  -2.950541  -0.252747
C  -2.937288  -2.560541  -0.189347
N  -2.536188  -1.301841  0.178053
C  -3.399688  -0.620941  1.123253
C  -2.605288  -0.493141  2.408053
C  -3.170988  -0.271741  3.655853
C  -2.351088  -0.270341  4.773953
C  -0.992388  -0.505141  4.618053
C  -0.496888  -0.686841  3.343253
N  -1.279088  -0.656941  2.264053
C  -1.753488  -3.453441  -0.414447
C  -1.930088  -4.737641  -0.903547
C  -0.824588  -5.567441  -1.017147
C  0.397712  -5.089841  -0.565747
C  0.480012  -3.803141  -0.056547
N  -0.564988  -2.975441  0.008153
H  -4.323988  -1.192941  1.276653
H  -3.691288  0.373459  0.761653
H  -4.234388  -0.118741  3.754653
H  -2.772788  -0.118241  5.753153
H  -0.326988  -0.568641  5.462553
H  0.557612  -0.874341  3.183153
H  -2.925588  -5.054941  -1.176247
H  -0.921888  -6.563941  -1.419247
H  1.281712  -5.707941  -0.595947
H  1.429712  -3.431741  0.304353
C  5.306612  -1.782141  -1.324347
Se  3.486112  -2.061141  -1.937547
C  2.945412  -0.207641  -2.415847
C  1.622112  -0.168341  -3.152547
Se  0.133112  -1.194541  -2.326247
C  -1.333788  -0.469841  -3.377547
H  5.347712  -1.003741  -0.565747
H  5.947712  -1.521441  -2.163247
H  5.643712  -2.729141  -0.906247
H  3.731012  0.205959  -3.053747
H  2.921012  0.361459  -1.484947
H  1.726612  -0.638841  -4.135947
H  1.289312  0.861459  -3.303147
H  -1.215788  -0.798441  -4.409847
H  -1.366388  0.616759  -3.320147
H  -2.248488  -0.891041  -2.962847
N  0.356812  3.387959  0.216653
C  -0.548988  4.205559  -0.464147
C  -0.252888  5.551059  -0.657647
C  -1.127388  6.353959  -1.373347
C  -2.293288  5.817659  -1.910247
C  -2.593388  4.474059  -1.733347
C  -1.729488  3.676859  -1.002047
S  -2.142988  1.975859  -0.741947
N  -0.765088  1.323559  -0.000347
C  0.259912  2.058259  0.386053
C  1.368312  1.311559  0.992253
C  2.377712  1.891459  1.759053
C  3.369912  1.089159  2.300553
C  3.351812  -0.274241  2.026753
C  2.305512  -0.783441  1.278653
N  1.320112  -0.030541  0.781553
H  1.195112  3.857559  0.537653
H  0.662812  5.962559  -0.257547
H  -0.888088  7.393759  -1.535847
H  -2.972188  6.437759  -2.474547
H  -3.492688  4.052959  -2.155247
H  2.378012  2.947959  1.969953
H  4.139412  1.505759  2.931453
H  4.120412  -0.924841  2.413753
H  2.231912  -1.844041  1.079453

Atomic forces in eV per Å
Re -0.734 -0.256 0.058
O 0.474 0.211 0.100
C -0.295 -0.900 -0.420
N 0.613 0.920 -0.247
C -0.360 0.544 0.383
C -0.655 0.027 0.022
C 0.262 -0.008 -0.189
C -0.056 -0.038 -0.184
C 0.090 -0.104 -0.284
C 0.463 0.102 0.732
N 0.207 -0.122 -0.803
C -0.602 -0.608 -0.094
C 0.103 0.403 0.070
C 0.073 0.170 0.162
C -0.120 0.133 0.077
C 0.676 -0.239 0.020
N -0.272 0.383 0.019
H 0.241 0.090 -0.040
H 0.017 -0.181 0.092
H -0.111 -0.038 -0.071
H -0.064 0.034 0.172
H 0.069 0.040 0.106
H -0.046 0.041 0.025
H -0.074 0.025 -0.042
H 0.019 -0.099 -0.034
H 0.082 0.009 0.021
H -0.035 -0.017 -0.124
C 0.113 0.268 -0.099
Se -0.494 0.089 -0.156
C 0.356 -0.475 0.519
C 0.171 0.229 -0.086
Se 0.123 0.014 -0.181
C -0.190 0.130 -0.100
H 0.005 -0.029 0.030
H -0.056 -0.001 0.011
H -0.092 0.021 -0.008
H -0.187 -0.013 -0.015
H -0.066 0.127 -0.113
H -0.179 -0.038 0.175
H -0.085 -0.116 0.107
H 0.101 -0.048 0.115
H 0.082 -0.101 0.062
H 0.016 0.011 -0.035
N 0.696 -1.240 0.764
C -1.281 0.756 -0.921
C -0.056 -0.481 0.073
C -0.298 -0.088 -0.225
C 0.291 0.173 0.118
C 0.218 -0.268 0.232
C 0.828 0.232 0.291
S -1.141 0.044 -0.428
N 1.008 -0.506 0.308
C -0.399 0.775 -0.382
C 0.767 -0.044 0.510
C -0.510 -0.179 -0.378
C 0.003 -0.480 -0.144
C -0.068 0.410 0.015
C 0.206 -0.474 0.036
N 0.124 0.558 0.350
H -0.080 -0.202 -0.042
H 0.100 0.077 0.050
H -0.002 0.064 0.049
H -0.021 0.081 -0.032
H -0.140 -0.025 -0.057
H -0.024 0.151 0.010
H 0.089 0.118 0.021
H 0.006 -0.128 -0.006
H 0.103 0.086 0.036

Atom charges from the Mulliken analysis, given in e for atoms 1 to 5:
1. Re 0.28
2. O -0.58
3. C 0.22
4. N 0.07
5. C -1.43


Number 1: E_tot -4462.4569 Eh. Number 2: E_tot -3902.9508 Eh. Number 3: E_tot -3908.3574 Eh. Number 4: E_tot -6766.6170 Eh.